No. 1
A 9-piece molecular cluster, C43H91N10O9 overall. Source: the OMol25 dataset; level of theory: wB97M-V/def2-TZVPD.

charge = +1
calculated total energy = -2917.34380 Ha
HOMO-LUMO gap = 0.232 Ha
HOMO level = -10.174 eV

Bonds (Å) are listed after each position.
Positions of all 153 atoms, in Å:
1 H 3.572 -1.432 -2.036  C51 1.093
2 H -3.289 -1.010 -4.049  C58 1.090
3 H 7.101 2.346 2.477  C120 1.148
4 H 5.222 1.806 -2.727  C147 1.094
5 H -8.134 1.868 -0.405  C110 1.091
6 H 3.581 -0.814 -3.701  C51 1.093
7 H 1.227 -3.951 -1.039  C123 1.093
8 H 6.927 0.448 0.687  C97 1.136
9 C -11.563 -3.967 -0.551  N24 1.451, H67 1.093, H96 1.093, H150 1.090
10 H -4.849 -0.774 -4.882  C58 1.092
11 C -6.251 0.472 0.630  H29 1.102, N57 1.356, O88 1.221
12 H -1.479 11.527 0.895  C60 1.101
13 C 5.376 -7.127 -0.002  H38 1.102, O61 1.217, N130 1.361
14 H -2.871 2.996 4.198  C134 1.149
15 H -3.660 10.596 -1.433  C121 1.093
16 H -0.638 -7.541 -1.121  C68 1.091
17 H 0.867 -7.327 0.464  C75 1.102
18 H 3.582 6.366 0.688  C82 1.134
19 O 5.857 -2.328 -3.304  C42 1.214
20 C -2.815 0.918 -0.505  H91 1.141, C131 1.596, H151 1.154, H152 1.139
21 N -4.749 -2.468 -3.675  C58 1.450, C65 1.448, C115 1.362
22 H -1.839 -1.778 0.640  C50 1.151
23 H -0.707 1.012 -1.463  C131 1.138
24 N -10.517 -4.957 -0.724  C9 1.451, C78 1.449, C119 1.361
25 C -0.504 -0.014 0.509  C50 1.601, C81 1.614, H102 1.151, C131 1.626
26 H 6.091 5.677 0.834  C125 1.149
27 H -6.246 -3.838 -3.314  C115 1.102
28 H 6.307 -3.159 2.009  C41 1.101
29 H -6.242 1.574 0.656  C11 1.102
30 H -1.511 -0.671 -1.357  C131 1.148
31 H 1.839 4.562 -0.251  C129 1.134
32 N 0.172 -5.683 -0.565  C68 1.449, C75 1.362, C123 1.450
33 H -0.066 -3.746 0.161  C123 1.093
34 C 3.428 -1.423 1.679  H46 1.094, H83 1.093, N104 1.449, H140 1.091
35 H 1.437 6.576 0.966  C138 1.133
36 H -4.140 -4.454 -3.356  C65 1.091
37 O -9.067 -3.853 0.664  C119 1.217
38 H 4.452 -7.713 0.123  C13 1.102
39 H -8.448 0.617 -1.630  C110 1.093
40 H -1.598 3.996 5.028  C134 1.147
41 C 5.607 -2.332 2.205  H28 1.101, O53 1.219, N104 1.360
42 C 6.131 -1.220 -2.891  O19 1.214, H84 1.102, N93 1.364
43 H -9.893 -6.753 -1.620  C78 1.091
44 H 4.001 -3.173 -0.386  C106 1.094
45 C 7.478 3.458 0.519  C108 1.626, C120 1.596, H128 1.138, H137 1.150
46 H 3.844 -0.455 1.383  C34 1.094
47 O 1.734 -5.615 1.108  C75 1.216
48 H -9.324 0.588 -0.075  C110 1.093
49 H 0.507 6.874 3.333  C59 1.150
50 C -1.198 -1.167 1.375  H22 1.151, C25 1.601, H56 1.132, H142 1.143
51 C 3.808 -0.567 -2.662  H1 1.093, H6 1.093, N93 1.450, H148 1.091
52 H 7.973 -6.889 -0.722  C132 1.092
53 O 5.888 -1.424 2.969  C41 1.219
54 H -3.625 8.236 -0.458  C118 1.090
55 H -11.619 -6.655 -1.201  C78 1.093
56 H -1.908 -0.811 2.182  C50 1.132
57 N -7.343 -0.036 0.006  C11 1.356, C85 1.453, C110 1.449
58 C -4.372 -1.096 -3.954  H2 1.090, H10 1.092, N21 1.450, H72 1.093
59 C 0.114 5.966 2.748  H49 1.150, O95 1.450, C138 1.593, H146 1.135
60 C -1.485 10.426 0.856  H12 1.101, O124 1.218, N141 1.362
61 O 5.364 -6.009 -0.483  C13 1.217
62 H 3.249 3.449 -0.536  C129 1.151
63 H -8.406 -1.733 -0.625  C85 1.088
64 H 7.033 -9.790 0.389  C79 1.093
65 C -3.712 -3.474 -3.567  N21 1.448, H36 1.091, H74 1.093, H101 1.093
66 H 6.810 -9.092 2.016  C79 1.093
67 H -11.826 -3.904 0.507  C9 1.093
68 C -0.714 -6.486 -1.384  H16 1.091, N32 1.449, H76 1.093, H133 1.093
69 C 0.416 3.604 2.674  O95 1.414, N112 1.380, C145 1.527
70 H -0.273 7.202 0.941  C138 1.151
71 H 5.214 1.184 -1.053  C147 1.092
72 H -4.722 -0.456 -3.140  C58 1.093
73 C -1.284 1.821 2.251  C81 1.508, H135 1.129, C145 1.526
74 H -3.160 -3.519 -4.509  C65 1.093
75 C 0.971 -6.233 0.391  H17 1.102, N32 1.362, O47 1.216
76 H -0.442 -6.358 -2.434  C68 1.093
77 H -10.982 -5.739 -2.594  C78 1.093
78 C -10.763 -6.096 -1.585  N24 1.449, H43 1.091, H55 1.093, H77 1.093
79 C 6.422 -9.117 0.995  H64 1.093, H66 1.093, H109 1.091, N130 1.449
80 H -0.026 5.419 0.584  C138 1.139
81 C -0.176 1.318 1.361  C25 1.614, C73 1.508, N144 1.381
82 C 3.947 5.396 0.231  H18 1.134, H94 1.151, C125 1.611, C129 1.618
83 H 3.136 -1.371 2.732  C34 1.093
84 H 7.174 -0.890 -2.763  C42 1.102
85 C -7.486 -1.478 -0.102  N57 1.453, H63 1.088, H90 1.093, H149 1.091
86 H -1.847 8.088 -0.458  C118 1.093
87 H 5.773 3.547 -0.919  C108 1.136
88 O -5.351 -0.188 1.125  C11 1.221
89 O -6.987 -1.976 -3.601  C115 1.217
90 H -6.628 -1.880 -0.646  C85 1.093
91 H -3.346 0.417 0.372  C20 1.141
92 H 8.699 0.804 0.085  C97 1.137
93 N 5.221 -0.265 -2.542  C42 1.364, C51 1.450, C147 1.448
94 H 4.227 5.561 -0.873  C82 1.151
95 O 0.823 4.817 3.277  C59 1.450, C69 1.414
96 H -11.193 -2.993 -0.879  C9 1.093
97 C 7.958 0.850 0.946  H8 1.136, H92 1.137, H98 1.150, C120 1.607
98 H 8.374 0.156 1.763  C97 1.150
99 H 8.566 -7.772 0.711  C132 1.090
100 H 3.378 2.581 1.552  C107 1.151
101 H -3.031 -3.198 -2.757  C65 1.093
102 H 0.468 -0.474 0.098  C25 1.151
103 H -3.363 11.830 -0.188  C121 1.090
104 N 4.440 -2.446 1.516  C34 1.449, C41 1.360, C106 1.453
105 H -4.556 10.545 0.110  C121 1.093
106 C 4.177 -3.560 0.621  H44 1.094, N104 1.453, H113 1.093, H116 1.088
107 C 2.671 3.486 1.627  H100 1.151, N112 1.517, H114 1.128, C129 1.619
108 C 5.885 3.558 0.211  C45 1.626, H87 1.136, C125 1.596, H153 1.146
109 H 5.395 -9.483 1.012  C79 1.091
110 C -8.371 0.814 -0.558  H5 1.091, H39 1.093, H48 1.093, N57 1.449
111 H 7.752 -6.195 0.897  C132 1.093
112 N 1.277 2.925 1.837  C69 1.380, C107 1.517, N144 1.328
113 H 3.289 -4.094 0.969  C106 1.093
114 H 3.059 4.084 2.502  C107 1.128
115 C -6.069 -2.771 -3.523  N21 1.362, H27 1.102, O89 1.217
116 H 5.019 -4.248 0.596  C106 1.088
117 H -2.738 8.038 1.078  C118 1.093
118 C -2.711 8.485 0.081  H54 1.090, H86 1.093, H117 1.093, N141 1.449
119 C -9.335 -4.786 -0.071  N24 1.361, O37 1.217, H122 1.102
120 C 7.820 2.319 1.583  H3 1.148, C45 1.596, C97 1.607, H127 1.151
121 C -3.596 10.779 -0.358  H15 1.093, H103 1.090, H105 1.093, N141 1.450
122 H -8.611 -5.592 -0.271  C119 1.102
123 C 0.210 -4.248 -0.770  H7 1.093, N32 1.450, H33 1.093, H136 1.090
124 O -0.591 9.765 1.353  C60 1.218
125 C 5.294 4.855 0.930  H26 1.149, C82 1.611, C108 1.596, H139 1.150
126 H -2.525 4.678 3.522  C134 1.139
127 H 8.854 2.564 2.025  C120 1.151
128 H 8.094 3.260 -0.418  C45 1.138
129 C 2.826 4.230 0.197  H31 1.134, H62 1.151, C82 1.618, C107 1.619
130 N 6.487 -7.783 0.432  C13 1.361, C79 1.449, C132 1.451
131 C -1.365 0.336 -0.825  C20 1.596, H23 1.138, C25 1.626, H30 1.148
132 C 7.776 -7.126 0.327  H52 1.092, H99 1.090, H111 1.093, N130 1.451
133 H -1.743 -6.152 -1.229  C68 1.093
134 C -2.039 3.763 3.995  H14 1.149, H40 1.147, H126 1.139, C145 1.579
135 H -2.263 1.262 2.315  C73 1.129
136 H -0.479 -3.957 -1.563  C123 1.090
137 H 7.871 4.448 0.953  C45 1.150
138 C 0.369 6.285 1.208  H35 1.133, C59 1.593, H70 1.151, H80 1.139
139 H 5.095 4.642 2.043  C125 1.150
140 H 2.554 -1.650 1.067  C34 1.091
141 N -2.572 9.922 0.208  C60 1.362, C118 1.449, C121 1.450
142 H -0.396 -1.892 1.748  C50 1.143
143 H 6.707 1.127 -2.017  C147 1.091
144 N 1.097 1.807 1.143  C81 1.381, N112 1.328
145 C -0.988 3.110 3.014  C69 1.527, C73 1.526, C134 1.579
146 H -1.009 5.964 2.909  C59 1.135
147 C 5.621 1.039 -2.056  H4 1.094, H71 1.092, N93 1.448, H143 1.091
148 H 3.208 0.288 -2.348  C51 1.091
149 H -7.501 -1.910 0.900  C85 1.091
150 H -12.445 -4.239 -1.132  C9 1.090
151 H -2.664 2.022 -0.207  C20 1.154
152 H -3.408 0.917 -1.478  C20 1.139
153 H 5.443 2.576 0.601  C108 1.146

=====

No. 2
A 8-piece molecular cluster, C43H94N3O12 overall. Source: the OMol25 dataset; level of theory: wB97M-V/def2-TZVPD.

charge = +1
calculated total energy = -2761.52225 Ha
HOMO-LUMO gap = 0.277 Ha
HOMO level = -11.038 eV

Bonds (Å) are listed after each position.
Positions of all 152 atoms, in Å:
1 H -3.420 2.181 -8.530  C109 1.090
2 C -0.276 -1.656 -2.681  H3 1.124, H19 1.125, C47 1.586, C62 1.566
3 H -0.442 -2.309 -3.580  C2 1.124
4 H -5.138 5.547 -3.833  C133 1.092
5 C 2.251 0.302 4.964  H54 1.095, C66 1.514, O90 1.427, H117 1.091
6 H 0.846 -6.528 -2.836  C106 1.130
7 O 1.175 -5.286 -5.145  H33 0.973, C102 1.432
8 O -2.758 1.586 -2.522  C27 1.400, C59 1.437
9 H -0.837 -6.120 10.285  C45 1.092
10 H 4.308 4.650 -3.886  C151 1.092
11 H -4.390 1.081 -7.536  C109 1.095
12 H 1.220 -3.699 -3.042  C121 1.115
13 C -1.347 -1.867 -0.359  C62 1.473, C94 1.457, H129 1.113
14 H -1.931 -1.133 2.555  C89 1.122
15 H -4.685 1.769 -0.276  C50 1.117
16 H 1.835 -1.443 -0.637  C56 1.123
17 C 1.941 1.001 0.614  C80 1.574, C88 1.603, H104 1.126, H147 1.120
18 H -4.116 -1.510 0.360  C113 1.119
19 H -1.000 -0.795 -2.657  C2 1.125
20 H 3.226 5.888 -3.216  C151 1.092
21 H -0.856 1.143 -4.436  C60 1.128
22 H 5.421 2.297 -4.646  O71 0.965
23 H -6.138 4.102 -4.090  C133 1.092
24 O 1.382 -6.060 2.269  C101 1.202
25 H 2.571 4.483 -4.083  C151 1.093
26 H 0.829 1.212 6.304  C66 1.093
27 C -2.019 2.553 -3.214  O8 1.400, C60 1.574, O92 1.203
28 H 1.220 3.678 0.841  C108 1.123
29 C -0.528 -6.865 0.251  N49 1.492, H57 1.123, H72 1.119, H145 1.131
30 H -3.036 -2.634 2.602  C89 1.126
31 H -3.819 1.100 1.927  C81 1.128
32 H -4.562 -1.037 2.040  C113 1.125
33 H 1.364 -6.108 -5.627  O7 0.973
34 H -1.441 5.062 3.145  C79 1.128
35 C -4.634 3.174 -7.052  C109 1.516, H126 1.092, H132 1.094, H141 1.092
36 N 0.583 -3.654 5.801  H134 1.023, H139 1.027, C150 1.497
37 H 0.267 0.858 -0.920  C88 1.120
38 H 7.921 3.093 -7.061  C96 1.091
39 O 3.432 2.647 -2.343  C144 1.425, H152 0.967
40 C 0.905 -4.864 10.086  C45 1.517, H58 1.095, O63 1.422, H110 1.091
41 H -2.297 -4.439 2.789  C84 1.121
42 H 4.060 4.364 -1.400  C144 1.094
43 C -6.833 5.853 -5.140  H75 1.091, O86 1.424, H114 1.095, C133 1.517
44 N 0.038 -3.763 -1.208  C62 1.381, C121 1.490, C125 1.411
45 C -0.596 -5.060 10.182  H9 1.092, C40 1.517, H74 1.094, H77 1.092
46 H -0.846 -2.884 3.893  C105 1.128
47 C 1.191 -1.067 -2.799  C2 1.586, H51 1.130, C56 1.578, H97 1.119
48 C 2.646 5.105 5.248  H87 1.091, H93 1.095, C111 1.516, O149 1.425
49 N 0.448 -5.745 0.106  C29 1.492, C101 1.465, C125 1.441
50 C -3.826 1.056 -0.324  H15 1.117, C59 1.597, C81 1.584, H98 1.121
51 H 1.102 -0.120 -3.408  C47 1.130
52 H 7.902 3.671 -4.621  C130 1.090
53 H 2.963 -0.494 -1.666  C56 1.131
54 H 2.944 0.594 4.168  C5 1.095
55 H 7.687 1.927 -4.850  C130 1.094
56 C 1.867 -0.653 -1.434  H16 1.123, C47 1.578, H53 1.131, C88 1.591
57 H -0.231 -7.608 1.040  C29 1.123
58 H 1.152 -3.803 9.972  C40 1.095
59 C -2.634 1.779 -1.104  O8 1.437, C50 1.597, H115 1.123, H140 1.123
60 C -0.703 2.165 -3.984  H21 1.128, C27 1.574, H118 1.123, H143 1.128
61 H -0.566 -6.435 -4.852  C102 1.131
62 C -0.504 -2.505 -1.385  C2 1.566, C13 1.473, N44 1.381
63 O 1.430 -5.578 8.974  C40 1.422, H73 0.967
64 H -2.240 0.666 1.200  C81 1.130
65 H 1.348 6.817 5.024  C111 1.093
66 C 1.528 1.511 5.519  C5 1.514, H26 1.093, H107 1.090, H146 1.088
67 H 3.127 -6.151 -0.308  C78 1.131
68 H 1.790 -4.802 -1.757  C121 1.125
69 C -0.979 -3.902 1.091  C84 1.550, C94 1.500, C125 1.457
70 H 0.606 -3.485 2.962  C105 1.127
71 O 6.005 2.980 -4.295  H22 0.965, C130 1.428
72 H -1.577 -6.495 0.368  C29 1.119
73 H 0.998 -5.238 8.179  O63 0.967
74 H -1.091 -4.707 9.273  C45 1.094
75 H -6.288 5.638 -6.060  C43 1.091
76 H 6.299 2.389 -6.898  C96 1.093
77 H -1.008 -4.521 11.038  C45 1.092
78 C 2.974 -5.470 0.583  H67 1.131, H95 1.119, C101 1.581, H127 1.115
79 C -1.342 4.243 2.376  H34 1.128, H119 1.133, O128 1.433, H135 1.123
80 C 0.856 1.568 1.604  C17 1.574, H83 1.122, C108 1.584, H142 1.129
81 C -3.353 0.510 1.085  H31 1.128, C50 1.584, H64 1.130, C113 1.598
82 H -0.775 -5.927 -2.381  C106 1.126
83 H -0.054 0.915 1.651  C80 1.122
84 C -1.235 -4.583 2.459  H41 1.121, C69 1.550, H100 1.115, C105 1.603
85 H -0.813 -5.195 5.252  C150 1.126
86 O -8.162 5.363 -5.290  C43 1.424, H131 0.964
87 H 3.212 4.601 6.034  C48 1.091
88 C 1.381 0.752 -0.867  C17 1.603, H37 1.120, C56 1.591, H99 1.129
89 C -2.525 -1.870 1.952  H14 1.122, H30 1.126, C94 1.555, C113 1.603
90 O 1.309 -0.630 4.433  C5 1.427, H124 0.965
91 H 0.875 -5.389 4.648  C150 1.121
92 O -2.360 3.705 -3.265  C27 1.203
93 H 3.341 5.391 4.452  C48 1.095
94 C -1.614 -2.558 0.896  C13 1.457, C69 1.500, C89 1.555
95 H 3.080 -4.412 0.237  C78 1.119
96 C 6.987 3.139 -6.498  H38 1.091, H76 1.093, H112 1.092, C130 1.516
97 H 1.903 -1.732 -3.350  C47 1.119
98 H -4.127 0.188 -0.966  C50 1.121
99 H 1.887 1.540 -1.498  C88 1.129
100 H -1.027 -5.678 2.495  C84 1.115
101 C 1.516 -5.780 1.108  O24 1.202, N49 1.465, C78 1.581
102 C -0.088 -5.474 -4.497  O7 1.432, H61 1.131, C106 1.570, H148 1.122
103 H -6.716 5.382 -3.034  C133 1.094
104 H 2.287 0.019 1.043  C17 1.126
105 C -0.318 -3.808 3.521  H46 1.128, H70 1.127, C84 1.603, C150 1.573
106 C 0.152 -5.645 -2.954  H6 1.130, H82 1.126, C102 1.570, C121 1.581
107 H 0.943 2.001 4.740  C66 1.090
108 C 0.400 3.049 1.279  H28 1.123, C80 1.584, O128 1.455, H137 1.124
109 C -3.798 2.001 -7.524  H1 1.090, H11 1.095, C35 1.516, O122 1.426
110 H 1.397 -5.237 10.985  C40 1.091
111 C 1.933 6.322 5.804  C48 1.516, H65 1.093, H116 1.092, H138 1.092
112 H 6.525 4.115 -6.661  C96 1.092
113 C -3.722 -1.032 1.292  H18 1.119, H32 1.125, C81 1.598, C89 1.603
114 H -6.870 6.940 -5.009  C43 1.095
115 H -2.654 2.858 -0.794  C59 1.123
116 H 2.646 7.039 6.216  C111 1.092
117 H 2.819 -0.202 5.747  C5 1.091
118 H -0.502 2.915 -4.795  C60 1.123
119 H -2.175 3.503 2.584  C79 1.133
120 H 1.213 4.619 4.020  O149 0.967
121 C 0.864 -4.414 -2.263  H12 1.115, N44 1.490, H68 1.125, C106 1.581
122 O -2.677 1.815 -6.662  C109 1.426, H123 0.964
123 H -3.019 1.648 -5.776  O122 0.964
124 H 0.820 -0.175 3.738  O90 0.965
125 C -0.180 -4.452 0.004  N44 1.411, N49 1.441, C69 1.457
126 H -4.035 4.087 -7.030  C35 1.092
127 H 3.697 -5.777 1.374  C78 1.115
128 O -0.066 3.611 2.538  C79 1.433, C108 1.455
129 H -1.773 -0.853 -0.527  C13 1.113
130 C 7.233 2.908 -5.020  H52 1.090, H55 1.094, O71 1.428, C96 1.516
131 H -8.640 5.565 -4.478  O86 0.964
132 H -4.996 3.006 -6.034  C35 1.094
133 C -6.161 5.186 -3.956  H4 1.092, H23 1.092, C43 1.517, H103 1.094
134 H -0.241 -3.103 6.055  N36 1.023
135 H -1.494 4.715 1.369  C79 1.123
136 H 2.308 4.192 -1.611  C144 1.092
137 H -0.501 2.971 0.612  C108 1.124
138 H 1.234 6.029 6.591  C111 1.092
139 H 1.241 -3.026 5.323  N36 1.027
140 H -1.688 1.314 -0.716  C59 1.123
141 H -5.493 3.331 -7.708  C35 1.092
142 H 1.321 1.590 2.633  C80 1.129
143 H 0.199 2.173 -3.306  C60 1.128
144 C 3.276 4.042 -2.093  O39 1.425, H42 1.094, H136 1.092, C151 1.515
145 H -0.502 -7.445 -0.720  C29 1.131
146 H 2.233 2.231 5.931  C66 1.088
147 H 2.836 1.672 0.581  C17 1.120
148 H -0.840 -4.667 -4.704  C102 1.122
149 O 1.705 4.172 4.722  C48 1.425, H120 0.967
150 C 0.057 -4.638 4.803  N36 1.497, H85 1.126, H91 1.121, C105 1.573
151 C 3.349 4.817 -3.392  H10 1.092, H20 1.092, H25 1.093, C144 1.515
152 H 4.295 2.522 -2.760  O39 0.967